Entry 1:
Entry from the OMol25 dataset: C31H50P2V as an isolated structure at a distorted geometry (ωB97M-V with the def2-TZVPD basis set).

```
! RIJCOSX wB97M-V def2-TZVPD def2/J DEFGRID3
* xyz 1 3
V 0.32314 -0.75560 -0.16439
C -0.57775 -2.16420 1.55772
C 0.84706 -2.36398 1.24013
C 0.66518 -0.81527 2.97229
C -0.63303 -1.28459 2.69738
C 1.57794 -1.39817 2.02907
C -1.67212 -3.12991 1.25466
H -1.39979 -3.85277 0.46887
H -2.61412 -2.63222 0.96431
H -1.88375 -3.70485 2.17470
C -1.78845 -1.17228 3.61000
H -2.73284 -1.33073 3.09205
H -1.83530 -0.19445 4.10312
H -1.73004 -1.91748 4.42305
C 1.06214 -0.03565 4.17346
H 1.25855 -0.69784 5.03896
H 0.27945 0.67026 4.48506
H 1.98465 0.54614 3.99245
C 3.04979 -1.39513 2.19972
H 3.30253 -1.95418 3.11230
H 3.46834 -0.38945 2.31262
H 3.55421 -1.89384 1.35655
C 1.46578 -3.52860 0.53702
H 1.95450 -4.19159 1.26934
H 2.24554 -3.20040 -0.16437
H 0.72840 -4.12805 -0.01059
C -1.56194 0.50671 -3.80556
C -1.56398 -0.86087 -3.67733
C -0.85595 -1.68902 -4.73767
C 0.64564 -1.37689 -4.86499
C 1.25405 -0.77584 -3.62246
C 1.39255 0.55564 -3.50917
C 0.75351 1.56397 -4.45921
C -0.73914 1.24835 -4.83353
H -1.33164 -1.53333 -5.71786
H 0.80549 -0.71877 -5.73475
H -0.99719 -2.75653 -4.52627
H -0.75495 0.76293 -5.81968
H -2.37515 1.11027 -3.37093
H -2.41179 -1.40113 -3.23520
H -1.24087 2.21566 -4.99685
H 0.76501 2.55048 -3.97555
H 2.20118 0.98573 -2.91752
H 1.34524 1.68385 -5.38056
H 1.17775 -2.30806 -5.11431
H 1.82667 -1.47538 -3.00415
P -1.54977 -0.22086 -1.45058
P 1.93378 1.07592 0.01041
C -0.45845 1.35394 -1.58310
C 0.77222 2.09359 -0.93820
H -1.16171 2.14396 -1.88505
H 0.04634 1.05312 -2.52572
H 1.38369 2.52419 -1.75643
H 0.42760 2.94085 -0.33686
C 2.84264 2.20909 1.08151
H 3.01420 1.71608 2.05031
H 2.25847 3.13316 1.24121
H 3.81318 2.46987 0.62303
C 3.22071 0.19458 -0.98269
H 3.75785 0.90158 -1.63403
H 2.77443 -0.60376 -1.60339
H 3.92783 -0.28057 -0.28368
C -3.34390 -0.25564 -1.22866
H -3.62153 -1.14726 -0.63949
H -3.90128 -0.29475 -2.18891
H -3.67376 0.65001 -0.69034
C -0.58303 -1.94472 -1.61020
H 0.39079 -2.15688 -1.03311
H -0.15617 -2.08156 -2.61831
H -1.29080 -2.75295 -1.38813
C -1.39876 1.51230 1.50940
C -1.38164 2.15532 2.74694
C -0.22757 2.86332 3.25587
C -0.27924 3.47674 4.50709
C -1.45833 3.40560 5.27252
C -2.59958 2.70677 4.79946
C -2.54419 2.09221 3.56300
H -0.92870 1.97625 0.65091
H -2.04897 0.63286 1.36021
H 0.68296 2.88561 2.65287
H 0.58008 4.05330 4.87974
H -1.51522 3.90815 6.24303
H -3.53166 2.68293 5.37135
H -3.40697 1.55471 3.13608
*
```

Computed properties:
- HOMO level (alpha / beta) (eV) = -7.87 / -7.42
- gap between HOMO and LUMO (alpha / beta) (eV) = 4.753 / 4.348
- ΔE to the lowest compared entry with this formula, charge and spin (kcal/mol) = 218.9

---

Entry 2:
Entry from the OMol25 dataset: C31H51BrN2OP2Zn as an isolated structure at a distorted geometry (ωB97M-V with the def2-TZVPD basis set).

```
! RIJCOSX wB97M-V def2-TZVPD def2/J DEFGRID3
* xyz 2 1
N -5.04404 -2.10263 3.99707
C -4.57388 -1.04014 4.65801
C -4.68090 0.26669 4.16335
C -5.22926 0.45646 2.86378
C -5.77679 -0.67985 2.21761
C -5.65571 -1.93312 2.82371
C -5.13532 1.70700 2.15377
Zn -0.49650 1.35328 -2.35450
P 4.24247 -0.25258 -2.06777
C -5.40444 1.81453 0.79765
C -4.42327 2.25629 -0.15920
C -4.56127 2.03084 -1.55901
C -3.41634 1.99433 -2.36822
C -2.17210 2.13213 -1.75219
C -2.07142 2.73307 -0.50294
C -3.19111 2.76663 0.32548
Br 1.46274 1.11072 -3.46038
H -4.76459 2.56801 2.72698
H -6.35836 1.49114 0.37881
H -4.30810 1.11085 4.74774
H -6.25613 -0.59777 1.24269
H -4.08962 -1.22611 5.62626
H -6.05747 -2.82306 2.33032
H -5.54940 1.82927 -1.98465
H -3.11575 3.11275 1.35964
H -3.47961 1.81187 -3.43904
H -1.11756 3.11241 -0.14941
P -0.68524 -1.13558 -1.47730
C 4.80626 1.45562 -1.53918
C 5.17957 2.48801 -2.58708
H 5.62647 1.32752 -0.81310
H 3.94182 1.83191 -0.97156
H 5.48341 3.41089 -2.07557
H 6.02474 2.17794 -3.20893
H 4.32599 2.73868 -3.22899
C 4.62244 -0.64293 -3.85828
C 5.22266 0.37031 -4.81301
H 3.63797 -0.94271 -4.24918
H 5.24647 -1.54754 -3.82876
H 5.11190 -0.01416 -5.83918
H 4.71324 1.34196 -4.78137
H 6.29926 0.51581 -4.64981
C 5.56414 -1.21490 -1.21188
C 7.00645 -0.88912 -1.57372
H 5.36388 -2.27621 -1.42184
H 5.38658 -1.04179 -0.13997
H 7.67303 -1.58377 -1.05376
H 7.20010 -1.00516 -2.64404
H 7.31133 0.11443 -1.27039
C 0.16801 -2.39994 -0.43031
C 1.66447 -2.54608 -0.68842
H -0.34616 -3.36095 -0.60225
H 0.00680 -2.10782 0.62058
H 2.03632 -3.40595 -0.11518
H 1.89017 -2.72795 -1.74401
H 2.21201 -1.65211 -0.36475
C -0.71889 -2.09363 -3.04979
C -1.39188 -1.38079 -4.21584
H -1.22307 -3.03980 -2.80652
H 0.32918 -2.32160 -3.29380
H -1.41224 -2.06899 -5.07006
H -2.42383 -1.09288 -3.98327
H -0.83035 -0.48407 -4.51222
C -2.45597 -1.22390 -0.91865
C -2.86311 -2.21965 0.16630
H -3.03889 -1.39755 -1.83508
H -2.69597 -0.20013 -0.59463
H -3.94787 -2.37206 0.10665
H -2.37055 -3.19223 0.05510
H -2.65418 -1.82908 1.17295
O 0.65604 1.29599 0.53613
C 0.64928 0.89451 1.70763
C 1.52957 1.46306 2.80906
C 0.74080 2.05550 3.98371
C 0.29600 1.03666 5.03206
C -0.69962 -0.01146 4.52782
C -0.15505 -0.82764 3.35866
N -0.20056 -0.09479 2.09601
H 2.20712 0.67337 3.16892
H 2.15056 2.24003 2.35327
H 1.38494 2.78884 4.48485
H -0.12790 2.61192 3.60315
H 1.17904 0.52162 5.43261
H -0.15924 1.57800 5.86853
H -0.93324 -0.70880 5.34653
H -1.64586 0.46427 4.23988
H 0.88491 -1.12793 3.57190
H -0.74849 -1.74751 3.25240
H -0.78107 -0.47067 1.35141
*
```

Computed properties:
- HOMO level (alpha / beta) (eV) = -13.51 / -13.43
- gap between HOMO and LUMO (alpha / beta) (eV) = 5.649 / 5.322

---

Entry 3:
Entry from the OMol25 dataset: C31H51ClN6O3S as an isolated structure at a distorted geometry (ωB97M-V with the def2-TZVPD basis set).

```
! RIJCOSX wB97M-V def2-TZVPD def2/J DEFGRID3
* xyz 0 1
C 0.79946 0.45378 -2.39320
C -0.16939 0.19877 -1.23395
O -0.95892 -0.72023 -1.26143
N -0.19755 1.08930 -0.06835
C -0.19104 2.46712 -0.65412
C 1.06582 0.95549 0.70849
C 0.92643 0.04902 1.93605
C -0.00510 0.59703 3.03554
C 0.73270 1.46657 4.09675
C 1.24048 2.73402 3.41798
C 0.39435 3.72897 3.11544
C -1.08746 3.70696 3.46506
O -1.22135 3.82918 4.88524
O -0.57476 5.03514 5.26311
C 0.89747 4.90481 2.41982
Cl -0.16193 6.22619 1.98184
C 2.19746 5.02714 2.07998
C 2.76679 6.18414 1.33335
C 2.67931 7.49487 1.81043
C 3.24751 8.44383 0.98988
C 3.88927 8.15650 -0.19430
N 3.97140 6.90888 -0.64921
C 3.39936 6.00126 0.11788
C 3.09806 3.98245 2.43355
N 4.40603 3.92118 2.20458
S 4.93420 2.52475 2.80254
N 3.55184 1.89624 3.39186
C 2.63828 2.80470 3.12127
H 0.40833 1.20349 -3.08947
H 1.75549 0.84991 -2.02812
H 0.98220 -0.47976 -2.92888
H 0.81458 2.76342 -1.00149
H -0.52876 3.15861 0.12401
H -0.82996 2.51022 -1.54380
H 1.82696 0.48701 0.05413
H 1.44140 1.95990 0.92657
H 1.92217 -0.12808 2.36605
H 0.54202 -0.92372 1.59770
H -0.38306 -0.27748 3.58954
H -0.88508 1.08651 2.61129
H 1.54828 0.85943 4.50330
H 0.07910 1.71799 4.93909
H -1.64848 4.52339 3.00173
H -1.58101 2.76626 3.22024
H -1.05706 5.28182 6.06385
H 2.18813 7.74031 2.74458
H 3.19523 9.48803 1.30151
H 4.34855 8.94499 -0.78717
H 3.42975 4.97140 -0.25371
C 4.58942 -4.07560 -0.12079
C 3.12716 -3.79517 0.19455
N 2.27010 -3.80197 -0.97634
C 0.94242 -3.26508 -0.72142
C 0.03634 -4.02370 0.25352
C 2.31511 -5.00453 -1.79036
C 1.96953 -6.34034 -1.12063
H 4.96946 -3.37965 -0.87053
H 5.19025 -3.95832 0.78260
H 4.74322 -5.09370 -0.48158
H 3.07489 -2.80280 0.65301
H 2.78787 -4.51078 0.95931
H 0.41415 -3.14862 -1.67128
H 1.06273 -2.24651 -0.33893
H -0.37399 -4.92889 -0.19306
H -0.81335 -3.39290 0.52663
H 0.55146 -4.29259 1.17717
H 3.31984 -5.09048 -2.21412
H 1.66854 -4.86641 -2.66108
H 2.44311 -6.45000 -0.14373
H 2.31839 -7.16502 -1.74590
H 0.89471 -6.46696 -0.99846
C -3.96775 -0.50758 -3.39553
C -5.11362 -1.50667 -3.36784
N -4.68486 -2.87427 -3.59388
C -5.78426 -3.79044 -3.84316
C -6.78986 -4.03153 -2.71073
C -3.64384 -3.36610 -2.70469
C -3.91708 -3.34862 -1.19633
H -3.40530 -0.57994 -4.32826
H -4.35963 0.50855 -3.31791
H -3.27941 -0.65491 -2.56189
H -5.81494 -1.22832 -4.15993
H -5.65711 -1.39435 -2.41694
H -5.37808 -4.75430 -4.16345
H -6.33988 -3.41565 -4.70948
H -6.37893 -4.67304 -1.93214
H -7.67214 -4.54076 -3.10620
H -7.13053 -3.10205 -2.25317
H -2.73692 -2.78266 -2.88756
H -3.37390 -4.38259 -3.00498
H -4.37226 -2.41327 -0.86753
H -2.97665 -3.46086 -0.65321
H -4.56190 -4.17234 -0.89079
*
```

Computed properties:
- HOMO level (eV) = -7.87
- gap between HOMO and LUMO (eV) = 7.001

---

Entry 4:
Entry from the OMol25 dataset: a 3-piece molecular cluster, C31H52F3N4O8P3S2 overall at a distorted geometry (ωB97M-V with the def2-TZVPD basis set).

```
! RIJCOSX wB97M-V def2-TZVPD def2/J DEFGRID3
* xyz 0 1
C -5.03585 2.61309 -2.77463
C -5.65906 1.84086 -1.60667
C -4.65848 0.93943 -0.86890
C -3.78701 1.70720 0.12990
C -2.54883 0.92588 0.59961
C -1.29677 1.79068 0.83879
C 0.01545 0.99077 0.71009
C 1.06142 1.27784 -0.40347
O 2.20845 1.93608 0.19612
C 2.34029 3.32606 0.32822
C 1.09064 4.03224 0.86367
C 3.50212 3.60624 1.31491
C 4.51984 2.47993 1.52923
O 3.99014 1.53829 2.44297
C 5.88458 3.03830 1.98094
N 6.99914 2.39907 1.26107
N 2.74969 3.94640 -1.01490
C 4.01538 3.54211 -1.50662
O 5.02822 4.08106 -1.42357
F 3.89031 2.37173 -2.12889
C 2.53351 5.34402 -1.12244
O 3.25429 6.21828 -0.87687
F 1.29153 5.57103 -1.58384
P 0.38577 2.12402 -1.93917
S -1.39914 1.64652 -2.54196
C 1.62704 -0.11932 -0.86900
F 2.73350 0.09527 -1.67770
C 0.57553 -0.96976 -1.61833
S 0.77453 -1.03522 -3.42336
C 0.15235 -2.70651 -3.77322
C 1.18652 -3.64943 -4.37807
O 2.02796 -0.82284 0.28888
C 3.16064 -1.68410 0.29120
O 4.38079 -0.98727 0.36025
P 3.14312 -2.90203 -1.10102
O 1.97029 -3.81346 -1.03272
P 3.07948 -2.80386 1.84826
C 1.28755 -3.20450 1.83289
O 3.10794 -1.70150 3.04749
H -5.78252 3.23822 -3.27844
H -4.61455 1.92353 -3.51581
H -4.21911 3.26162 -2.43711
H -6.49186 1.23341 -1.98759
H -6.09727 2.56078 -0.90021
H -5.22952 0.16358 -0.33650
H -4.03573 0.41719 -1.60924
H -3.48646 2.66664 -0.31499
H -4.42415 1.94827 0.99408
H -2.79637 0.41796 1.54083
H -2.31304 0.17895 -0.16880
H -1.33112 2.69347 0.21994
H -1.34418 2.14128 1.88087
H 0.60902 1.13180 1.62124
H -0.24992 -0.07277 0.70399
H 0.71815 3.42115 1.69154
H 0.29658 4.18764 0.13658
H 1.37689 5.00207 1.29147
H 3.06710 3.82452 2.30060
H 3.99972 4.52697 0.98550
H 4.68720 1.94683 0.58673
H 4.06163 1.92013 3.32963
H 5.91457 4.12885 1.85861
H 6.01033 2.81153 3.04988
H 7.78143 3.04175 1.18600
H 6.72003 2.20259 0.30516
H 1.39263 1.89381 -2.88387
H 0.49940 3.48181 -1.68423
H -0.42622 -0.60785 -1.36241
H 0.63487 -2.00164 -1.25837
H -0.23195 -3.11380 -2.83016
H -0.71229 -2.60670 -4.43875
H 1.61803 -3.25806 -5.30406
H 0.69610 -4.60170 -4.62271
H 1.98384 -3.88211 -3.66553
H 4.80628 -0.93049 -0.50654
H 3.23235 -2.12769 -2.27162
H 4.39933 -3.52412 -1.00703
H 1.13052 -4.13234 1.27901
H 0.69955 -2.41780 1.34918
H 0.97909 -3.32092 2.87762
H 2.30235 -1.16758 3.08848
N -1.47328 -2.97864 -1.36587
C -2.72109 -2.57937 -1.12946
C -3.69030 -3.39835 -0.57343
C -3.35001 -4.70507 -0.25641
C -2.05693 -5.13701 -0.50901
C -1.15443 -4.23747 -1.05998
H -2.94996 -1.54944 -1.38559
H -4.68335 -3.01449 -0.38200
H -4.07873 -5.37036 0.18952
H -1.74335 -6.14429 -0.26964
H -0.12595 -4.51829 -1.25400
N -4.28472 -1.12998 2.87600
C -5.26086 -1.44673 3.72508
C -5.32604 -2.65518 4.40266
C -4.32392 -3.58866 4.18685
C -3.30251 -3.27399 3.30543
C -3.32919 -2.03580 2.68042
H -6.02837 -0.69384 3.86800
H -6.14320 -2.85613 5.08198
H -4.33981 -4.54378 4.69620
H -2.50027 -3.97016 3.10001
H -2.54735 -1.75632 1.98116
*
```

Computed properties:
- HOMO level (eV) = -8.02
- SMILES = CCCCCCC[C@](O[C@@](C)(C[C@H](O)CN)N(C(=O)F)C(=O)F)([PH2]=S)[C@](F)(CSCC)O[C@](O)([PH2]=O)P(C)O.c1ccncc1.c1ccncc1
- gap between HOMO and LUMO (eV) = 8.424

---

| no. | energy (eV) |
| --- | --- |
| 1 | -77205.4683 |
| 2 | -175024.4607 |
| 3 | -71411.1938 |
| 4 | -113019.3347 |